{"formula": "C32H73IN3O8P2", "method": "the ωB97M-V functional and the def2-TZVPD basis", "e_tot_ev": -81888.69536, "e_lumo_ha": -0.1123, "homo_lumo_gap_ev": 7.68, "de_lowest_kj_mol": 127.83, "spin_multiplicity": 1, "charge": 1, "largest_force_ha_per_bohr": 0.0647, "species": ["C", "C", "N", "C", "C", "C", "N", "C", "C", "P", "O", "O", "C", "C", "O", "C", "C", "N", "C", "C", "O", "I", "P", "C", "C", "C", "H", "H", "H", "H", "H", "H", "H", "H", "H", "H", "H", "H", "H", "H", "H", "H", "H", "H", "H", "H", "H", "H", "H", "H", "H", "H", "H", "H", "H", "H", "H", "H", "H", "C", "C", "O", "C", "C", "H", "H", "H", "H", "H", "H", "H", "H", "H", "H", "C", "C", "O", "C", "C", "H", "H", "H", "H", "H", "H", "H", "H", "H", "H", "C", "C", "O", "C", "C", "H", "H", "H", "H", "H", "H", "H", "H", "H", "H", "C", "C", "O", "C", "C", "H", "H", "H", "H", "H", "H", "H", "H", "H", "H"], "coordinates": [[-0.9264, -6.1227, 1.5450], [0.0030, -5.2445, 1.8061], [-0.2538, -3.9411, 2.3953], [-0.1142, -3.8798, 3.8674], [-0.9001, -5.0099, 4.5787], [-0.5483, -2.9116, 1.6593], [-0.6832, -1.6802, 2.1956], [-2.0300, -1.1128, 2.2642], [-1.8859, 0.3567, 2.7180], [-0.7090, 1.2810, 1.6537], [0.6457, 0.7872, 1.7969], [-1.2650, 1.1559, 0.1536], [-2.5448, 1.8009, -0.0871], [-3.4811, 0.9417, -0.9438], [-0.7542, 2.7871, 2.2294], [-0.4420, 3.8470, 1.3012], [0.8741, 3.6973, 0.5486], [-0.6784, -2.9788, 0.2854], [-1.8272, -3.7553, -0.2026], [-2.8822, -2.9707, -1.0072], [-3.6449, -2.2595, -0.5177], [-3.0335, -3.2506, -3.1563], [0.8820, -3.1396, -0.5670], [1.5925, -1.4285, -0.4604], [0.6173, -3.3416, -2.3929], [0.3938, -2.0072, -3.1614], [-0.7956, -6.7983, 0.7117], [-1.7990, -6.1705, 2.1857], [1.0394, -5.4331, 1.5634], [0.9371, -4.0576, 4.0953], [-0.4786, -2.9512, 4.2901], [-0.3925, -5.9658, 4.5142], [-1.8757, -5.0700, 4.0906], [-1.1084, -4.7010, 5.5994], [-0.0948, -1.5072, 3.0013], [-2.6628, -1.6784, 2.9570], [-2.5182, -1.0947, 1.2885], [-2.8475, 0.8557, 2.8221], [-1.3956, 0.3378, 3.6966], [-2.3358, 2.7072, -0.6513], [-3.0548, 2.0484, 0.8469], [-4.1709, 0.3588, -0.3402], [-4.0233, 1.6194, -1.6025], [-2.8833, 0.3022, -1.5927], [-1.2355, 4.0413, 0.5780], [-0.3631, 4.7507, 1.9050], [1.1123, 4.5807, -0.0440], [0.8573, 2.8595, -0.1527], [1.7170, 3.5060, 1.2115], [-2.3553, -4.1649, 0.6584], [-1.4655, -4.5743, -0.8315], [1.9539, -1.1972, 0.5379], [2.3086, -1.2410, -1.2573], [0.7501, -0.7496, -0.6367], [-0.1256, -4.0995, -2.6355], [1.5785, -3.7244, -2.7462], [1.3338, -1.5197, -3.3996], [-0.1158, -2.2754, -4.0863], [-0.2300, -1.3163, -2.5935], [3.7065, 0.0177, -8.7302], [2.9023, -1.1302, -8.1447], [2.7117, -1.0369, -6.7426], [2.0036, 0.0987, -6.2853], [0.5838, 0.1892, -6.8160], [4.6484, 0.1394, -8.1932], [3.9224, -0.1689, -9.7825], [3.1665, 0.9641, -8.6648], [3.4419, -2.0632, -8.3103], [1.9384, -1.2326, -8.6559], [2.5616, 1.0150, -6.5070], [1.9667, 0.0134, -5.1977], [0.5685, 0.3658, -7.8929], [0.0513, 1.0118, -6.3359], [0.0421, -0.7402, -6.6291], [5.7954, 3.2439, 4.6675], [4.7128, 3.0737, 5.7197], [3.6478, 3.9980, 5.5962], [2.9098, 3.9465, 4.3903], [2.2136, 2.6175, 4.1512], [6.1459, 4.2767, 4.6418], [6.6410, 2.5900, 4.8838], [5.4303, 2.9959, 3.6689], [5.1459, 3.2480, 6.7054], [4.3301, 2.0463, 5.7237], [3.5480, 4.2110, 3.5390], [2.1557, 4.7324, 4.4694], [2.9307, 1.8126, 3.9787], [1.5686, 2.6761, 3.2793], [1.6107, 2.3386, 5.0187], [2.0117, 5.6503, 8.1875], [0.9287, 5.4736, 9.2375], [-0.1416, 6.3940, 9.1145], [-0.8712, 6.3399, 7.9049], [-1.5529, 5.0034, 7.6600], [2.3589, 6.6846, 8.1639], [2.8594, 4.9990, 8.4004], [1.6491, 5.4032, 7.1886], [1.3578, 5.6457, 10.2253], [0.5502, 4.4446, 9.2374], [-0.2304, 6.6108, 7.0579], [-1.6316, 7.1182, 7.9804], [-0.8262, 4.2060, 7.4907], [-2.1956, 5.0610, 6.7801], [-2.1579, 4.7184, 8.5223], [-2.4439, -4.8718, -8.7892], [-3.2459, -4.3629, -7.6042], [-2.7246, -3.1746, -7.0311], [-2.6782, -2.0412, -7.8803], [-4.0413, -1.5972, -8.3824], [-1.3893, -4.9683, -8.5259], [-2.8176, -5.8444, -9.1101], [-2.5088, -4.1934, -9.6414], [-3.2217, -5.1125, -6.8114], [-4.2988, -4.2276, -7.8737], [-1.9918, -2.2177, -8.7156], [-2.2426, -1.2369, -7.2855], [-4.4820, -2.3333, -9.0567], [-3.9570, -0.6564, -8.9270], [-4.7321, -1.4628, -7.5481]], "atomic_forces_ev_per_a": [[-0.89, -0.47, 0.34], [1.49, 0.94, -0.56], [0.12, -1.20, 1.59], [-0.12, -1.18, 0.77], [-0.41, 0.77, -0.85], [-0.03, 0.90, -0.54], [0.35, -0.59, 0.40], [-0.06, 1.58, -0.37], [0.42, -0.18, 0.04], [-0.23, 0.26, 0.89], [1.16, -1.00, -0.27], [-0.39, 0.49, 0.87], [-0.59, -0.13, -0.85], [0.65, 0.33, 0.10], [-1.07, -0.55, -1.32], [0.81, 1.29, -0.16], [0.28, -0.70, -0.15], [-1.77, 0.00, -0.90], [0.68, -0.62, -0.59], [1.90, -1.43, -1.32], [-2.05, 2.02, 1.67], [0.17, -0.20, 0.15], [2.11, -0.67, 0.13], [-1.59, -0.04, -0.19], [-0.04, 1.51, 0.09], [-0.52, -0.87, 0.07], [0.32, -0.83, 0.67], [-0.67, 0.38, -0.88], [0.02, 0.52, -0.68], [0.12, 0.55, -0.03], [0.24, 0.26, -0.35], [-0.05, -0.05, 0.18], [-0.05, -0.25, 0.14], [0.31, -0.21, 0.15], [-0.28, 0.17, 0.11], [0.06, 0.06, 0.01], [0.25, -0.45, -0.08], [-0.04, -0.09, 0.00], [-0.14, 0.34, 0.08], [0.10, 0.11, 0.23], [0.26, 0.18, 0.04], [0.00, -0.15, -0.15], [-0.27, -0.12, 0.10], [-0.07, -0.17, 0.05], [-0.26, -0.36, 0.24], [-0.17, -0.13, 0.21], [-0.27, 0.18, 0.16], [-0.11, -0.01, 0.03], [-0.08, 0.09, 0.14], [-0.17, -0.06, -0.14], [-0.19, -0.10, 0.13], [0.27, -0.11, -0.09], [0.28, -0.25, 0.20], [0.18, 0.15, 0.04], [-0.07, 0.03, 0.13], [0.02, -0.31, 0.36], [0.07, 0.00, 0.02], [0.04, 0.37, -0.13], [-0.08, 0.03, -0.16], [-0.10, 0.16, 0.11], [0.07, 0.02, -0.17], [0.04, -0.16, 0.20], [-0.08, 0.08, 0.01], [-0.01, -0.03, -0.20], [0.01, -0.07, -0.03], [0.00, -0.02, 0.02], [0.00, -0.01, -0.07], [-0.03, -0.03, 0.15], [0.00, 0.06, -0.01], [-0.04, 0.02, -0.04], [0.12, -0.10, -0.02], [-0.03, 0.06, 0.02], [0.01, -0.01, 0.01], [0.03, 0.01, 0.07], [-0.12, 0.01, -0.18], [0.15, -0.05, -0.02], [-0.07, 0.15, 0.16], [-0.09, -0.07, -0.03], [0.24, -0.09, 0.12], [0.02, -0.02, 0.07], [-0.01, 0.01, 0.02], [0.04, -0.05, 0.01], [-0.13, 0.09, 0.02], [0.02, -0.01, -0.06], [0.00, -0.06, -0.03], [0.08, 0.05, 0.12], [-0.03, 0.00, -0.09], [-0.02, -0.04, 0.01], [-0.04, 0.08, -0.01], [-0.16, 0.04, -0.14], [0.17, -0.03, -0.01], [-0.08, 0.10, 0.14], [-0.07, 0.00, -0.07], [0.15, -0.15, 0.03], [0.02, -0.02, 0.07], [-0.01, 0.00, -0.02], [0.09, -0.08, 0.00], [-0.13, 0.09, 0.02], [0.01, -0.01, -0.06], [0.00, -0.07, -0.03], [0.07, 0.04, 0.11], [-0.01, 0.01, -0.06], [-0.01, 0.03, 0.02], [-0.04, 0.06, -0.02], [0.04, 0.18, -0.10], [-0.01, -0.15, -0.10], [0.07, 0.00, 0.35], [-0.07, 0.17, -0.10], [-0.08, -0.21, -0.06], [-0.03, -0.05, 0.04], [0.00, 0.00, 0.03], [-0.04, -0.05, -0.03], [0.03, 0.12, 0.09], [0.02, 0.01, -0.06], [-0.04, -0.01, -0.04], [0.03, -0.12, 0.11], [0.01, 0.05, -0.05], [0.02, 0.00, 0.02], [0.04, 0.06, 0.01]], "mulliken_charge": [-0.89, -0.32, 0.35, -0.40, -1.33, -1.08, 0.38, -0.06, -1.12, 1.01, -0.68, -0.14, -0.33, -1.29, -0.50, -0.41, -0.70, 1.18, -0.66, -0.31, -0.45, 0.07, -0.06, -0.93, -0.68, -0.75, 0.37, 0.24, 0.40, 0.31, 0.46, 0.35, 0.34, 0.39, 0.50, 0.39, -0.35, 0.60, 0.41, 0.39, 0.44, 0.30, 0.46, 0.11, 0.26, 0.42, 0.45, 0.17, 0.10, 0.46, 0.70, 0.38, 0.57, -0.09, 0.41, 0.54, 0.25, 0.24, 0.12, -1.05, -0.22, -0.43, -0.33, -0.97, 0.28, 0.40, 0.26, 0.34, 0.21, 0.33, 0.23, 0.35, 0.46, 0.13, -1.09, -0.30, -0.35, -0.62, -0.22, 0.30, 0.40, 0.26, 0.35, 0.29, 0.34, 0.32, 0.26, -0.30, 0.33, -0.70, -0.40, -0.43, -0.33, -0.97, 0.31, 0.34, 0.01, 0.34, 0.29, 0.30, 0.35, 0.19, 0.39, 0.31, -1.08, -0.33, -0.34, -0.05, -1.24, 0.30, 0.39, 0.27, 0.29, 0.33, 0.30, 0.15, 0.31, 0.42, 0.30]}